(1)
Molecular formula: C37H32BrF4IN7O2PZr
Method: DFT, ωB97M-V/def2-TZVPD

Properties
Energy relative to the best compared isomer or geometry (same formula, charge and spin) ... 0.0 kcal/mol
Net charge ... +2

Element x y z (Å)
Zr  -0.911  0.708  -0.402
O  -3.700  -0.410  4.294
C  -2.446  -0.809  4.487
C  -2.114  -1.218  5.795
C  -0.814  -1.620  6.089
C  0.173  -1.694  5.096
C  -0.099  -1.177  3.894
C  -1.431  -0.739  3.549
C  -1.808  -0.279  2.240
O  -0.830  -0.155  1.295
N  -2.999  0.005  1.858
N  -2.956  0.428  0.573
C  -4.053  0.722  -0.009
C  -4.009  1.067  -1.407
C  -5.164  1.407  -2.096
C  -5.096  1.843  -3.427
C  -3.830  1.994  -3.976
C  -2.702  1.669  -3.227
N  -2.781  1.143  -1.973
H  -3.916  -0.111  3.362
H  -2.846  -1.214  6.566
H  -0.618  -1.954  7.089
H  1.156  -2.065  5.263
H  0.693  -1.136  3.178
H  -4.967  0.711  0.585
H  -6.133  1.277  -1.667
H  -6.041  2.190  -3.972
H  -3.773  2.454  -4.923
H  -1.733  1.794  -3.678
F  2.171  6.148  -3.297
C  2.108  5.119  -2.501
C  2.711  5.103  -1.242
F  3.361  6.203  -0.856
C  2.735  3.970  -0.462
F  3.350  4.017  0.732
C  2.121  2.769  -0.891
P  1.974  1.297  0.071
C  3.327  0.298  -0.598
C  3.111  -0.967  -1.019
C  4.159  -1.797  -1.398
C  5.467  -1.341  -1.385
C  5.677  -0.009  -0.999
C  4.635  0.808  -0.662
C  2.469  1.454  1.820
C  1.448  1.978  2.645
C  1.707  2.257  3.972
C  2.949  1.964  4.524
C  3.925  1.382  3.670
C  3.704  1.197  2.358
C  1.462  2.851  -2.120
Br  0.684  1.189  -2.830
C  1.471  3.955  -2.924
F  0.811  3.984  -4.086
H  2.166  -1.427  -0.928
H  3.821  -2.785  -1.729
H  6.317  -1.872  -1.807
H  6.615  0.467  -0.915
H  4.835  1.825  -0.287
H  0.472  2.306  2.291
H  0.932  2.774  4.488
H  3.205  2.106  5.576
H  4.847  1.070  4.103
H  4.587  0.866  1.776
C  -2.575  -2.258  -1.016
N  -2.624  -3.613  -1.517
C  -1.604  -4.413  -0.848
N  -0.236  -3.891  -1.136
C  -0.212  -2.504  -0.647
N  -1.204  -1.654  -1.276
C  -0.973  -1.780  -2.781
N  -1.065  -3.101  -3.233
C  -2.398  -3.582  -2.931
C  -0.005  -3.899  -2.575
H  -2.703  -2.162  0.114
H  -3.239  -1.636  -1.574
H  -1.770  -5.447  -1.075
H  -1.785  -4.393  0.191
H  0.758  -2.090  -0.825
H  -0.537  -2.528  0.404
H  0.014  -1.390  -3.061
H  -1.769  -1.170  -3.288
H  -2.594  -4.642  -3.342
H  -3.065  -2.899  -3.390
H  0.918  -3.443  -2.854
H  0.064  -4.873  -3.013
I  -0.983  3.377  0.133

Mulliken population analysis, charges in e, atoms 1 to 4: atom 1 (Zr): -0.067, atom 2 (O): -0.616, atom 3 (C): 0.423, atom 4 (C): -0.763


(2)
Molecular formula: C47H49BF9N6O2Re
Method: DFT, ωB97M-V/def2-TZVPD

Properties
⟨S²⟩ ... 3.778
Energy relative to the best compared isomer or geometry (same formula, charge and spin) ... 0.0 kcal/mol
Net charge ... -1
Multiplicity ... 4

Element x y z (Å)
Re  -0.160  -0.300  -0.213
C  -5.044  3.159  2.271
C  -4.028  3.571  1.195
C  -2.736  2.825  1.296
C  -1.572  3.213  1.882
C  -1.287  4.473  2.641
C  -1.404  4.283  4.160
C  -0.618  2.159  1.657
C  0.688  2.188  2.085
C  1.635  1.215  1.860
C  2.965  1.228  2.422
C  3.532  2.339  3.247
C  3.211  2.190  4.742
C  3.551  0.061  2.063
C  2.578  -0.662  1.281
C  2.730  -1.941  0.822
C  1.756  -2.699  0.199
N  0.457  -2.315  -0.021
C  -0.159  -3.381  -0.634
C  -1.477  -3.433  -1.029
C  -2.378  -2.404  -0.950
N  -2.084  -1.151  -0.483
C  -3.266  -0.471  -0.465
C  -3.454  0.782  0.077
C  -2.503  1.522  0.728
N  -1.202  1.135  0.955
C  -4.312  -1.275  -1.038
C  -3.764  -2.482  -1.326
C  -4.387  -3.620  -2.076
C  -4.036  -3.545  -3.572
C  -5.712  -0.802  -1.273
C  -6.605  -0.951  -0.035
C  0.773  -4.456  -0.800
C  1.959  -4.035  -0.281
C  3.257  -4.779  -0.228
C  3.501  -5.452  1.130
C  0.491  -5.723  -1.548
C  0.549  -5.499  -3.068
N  1.446  0.087  1.120
C  4.946  -0.406  2.340
C  5.048  -1.347  3.550
H  -5.978  3.718  2.160
H  -4.648  3.349  3.273
H  -5.275  2.092  2.203
H  -3.828  4.642  1.276
H  -4.446  3.409  0.199
H  -1.984  5.248  2.318
H  -0.286  4.831  2.393
H  -2.425  4.006  4.435
H  -1.142  5.201  4.694
H  -0.741  3.485  4.503
H  0.997  3.053  2.658
H  3.144  3.293  2.882
H  4.611  2.376  3.090
H  2.130  2.150  4.905
H  3.614  3.028  5.319
H  3.638  1.266  5.139
H  3.694  -2.412  0.977
H  -1.832  -4.370  -1.438
H  -4.436  1.222  -0.026
H  -5.472  -3.583  -1.950
H  -4.057  -4.576  -1.663
H  -4.291  -2.559  -3.971
H  -4.567  -4.310  -4.144
H  -2.961  -3.677  -3.723
H  -6.141  -1.365  -2.104
H  -5.674  0.239  -1.599
H  -6.667  -1.999  0.271
H  -7.617  -0.591  -0.233
H  -6.199  -0.386  0.808
H  4.077  -4.093  -0.450
H  3.266  -5.536  -1.014
H  3.483  -4.715  1.938
H  4.470  -5.957  1.149
H  2.724  -6.191  1.338
H  -0.492  -6.112  -1.271
H  1.218  -6.485  -1.261
H  -0.183  -4.747  -3.376
H  0.346  -6.424  -3.615
H  1.536  -5.133  -3.360
H  5.578  0.471  2.494
H  5.333  -0.910  1.451
H  4.721  -0.843  4.463
H  6.077  -1.686  3.699
H  4.413  -2.228  3.415
F  2.960  -0.102  -1.455
C  2.119  -0.506  -2.403
C  0.774  -0.718  -2.138
C  0.042  -1.136  -3.245
F  -1.274  -1.375  -3.181
C  0.592  -1.350  -4.496
F  -0.171  -1.778  -5.508
C  1.934  -1.138  -4.699
F  2.485  -1.353  -5.894
C  2.700  -0.711  -3.641
F  4.010  -0.510  -3.815
C  4.030  5.959  -0.187
N  3.094  4.867  -0.386
C  1.899  5.075  -1.009
C  1.032  4.077  -1.227
C  1.413  2.741  -0.785
O  0.557  1.814  -0.948
N  2.601  2.547  -0.199
C  3.462  3.559  0.038
O  4.554  3.442  0.616
H  3.482  6.898  -0.108
H  4.748  6.032  -1.009
H  4.591  5.777  0.724
H  1.690  6.096  -1.305
H  0.073  4.224  -1.710
F  -3.509  2.584  -2.213
B  -2.805  1.623  -3.009
F  -2.307  2.225  -4.175
F  -3.687  0.548  -3.324
F  -1.704  1.101  -2.241

Mulliken population analysis, charges in e, atoms 1 to 4: atom 1 (Re): 1.748, atom 2 (C): -1.120, atom 3 (C): -1.360, atom 4 (C): 1.391


(3)
Molecular formula: C2H8Cl2N7O18V2
Method: DFT, ωB97M-V/def2-TZVPD

Properties
⟨S²⟩ ... 6.056
Net charge ... +1
E_tot ... -125883.98186 eV
Multiplicity ... 5

Element x y z (Å)
N  0.815  2.272  2.875
H  0.772  1.483  2.199
H  -0.116  2.615  3.111
H  1.385  3.013  2.453
H  1.256  1.958  3.743
V  -2.243  -0.776  -2.203
V  2.443  1.215  -2.177
N  2.631  3.141  -0.459
O  3.449  2.155  -0.496
O  2.217  3.631  0.545
O  2.144  3.359  -1.615
N  -0.990  -3.013  -2.803
O  -0.616  -1.876  -3.227
O  -0.494  -4.050  -3.026
O  -2.104  -2.877  -2.138
N  2.774  -1.386  -1.777
O  3.461  -0.494  -1.161
O  2.766  -2.525  -1.519
O  2.076  -0.843  -2.700
N  -0.492  1.754  -3.449
O  -0.869  2.793  -3.879
O  0.752  1.511  -3.350
O  -1.303  0.861  -3.084
N  -3.799  -0.125  -0.169
O  -3.190  0.751  -0.893
O  -4.744  0.141  0.468
O  -3.369  -1.298  -0.486
N  0.059  0.227  -0.117
O  -0.179  0.470  1.056
O  -0.640  -0.546  -0.770
O  1.010  0.813  -0.675
Cl  -0.626  -0.307  4.801
C  -1.179  -1.516  3.621
C  -0.024  -2.105  2.864
Cl  -0.647  -3.005  1.454
H  -1.900  -1.056  2.948
H  -1.752  -2.297  4.120
H  0.633  -2.722  3.474
H  0.631  -1.346  2.441

Mulliken population analysis, charges in e, atoms 1 to 4: atom 1 (N): -0.288, atom 2 (H): 0.236, atom 3 (H): 0.359, atom 4 (H): 0.389


(4)
Molecular formula: C27H41AsBrN6
Method: DFT, ωB97M-V/def2-TZVPD

Properties
Net charge ... -1
E_tot ... -168480.00485 eV

Element x y z (Å)
As  -3.287  0.087  -0.087
C  -3.091  -1.114  1.548
C  -2.475  -0.421  2.793
C  -2.409  -1.509  3.942
Br  -3.426  -0.934  5.571
H  -1.925  0.843  0.212
H  -2.484  -1.000  -0.942
H  -4.648  -0.670  -0.442
H  -4.044  1.198  0.731
H  -3.456  0.924  -1.406
H  -2.470  -2.008  1.356
H  -4.094  -1.508  1.793
H  -1.477  -0.023  2.593
H  -3.063  0.430  3.144
H  -1.389  -1.682  4.297
H  -2.792  -2.467  3.601
N  2.150  2.302  2.658
C  1.391  1.277  3.161
C  0.612  1.786  4.167
C  0.909  3.170  4.272
C  1.860  3.458  3.327
H  2.814  2.220  1.910
H  1.470  0.280  2.761
H  -0.093  1.227  4.756
H  0.473  3.875  4.960
H  2.351  4.381  3.072
N  4.769  -0.027  2.227
C  4.317  -0.592  1.065
C  5.327  -1.365  0.552
C  6.428  -1.265  1.442
C  6.052  -0.435  2.467
H  4.239  0.591  2.815
H  3.320  -0.397  0.704
H  5.280  -1.938  -0.358
H  7.386  -1.748  1.343
H  6.585  -0.101  3.341
N  -2.370  -6.809  1.613
C  -2.844  -6.325  2.804
C  -3.606  -5.218  2.532
C  -3.594  -5.029  1.131
C  -2.825  -6.022  0.587
H  -1.780  -7.610  1.509
H  -2.596  -6.805  3.736
H  -4.117  -4.607  3.258
H  -4.093  -4.247  0.582
H  -2.561  -6.239  -0.435
N  -2.182  -4.363  -2.640
C  -1.697  -5.538  -3.150
C  -1.805  -5.479  -4.517
C  -2.372  -4.221  -4.840
C  -2.591  -3.555  -3.661
H  -2.230  -4.127  -1.663
H  -1.319  -6.310  -2.501
H  -1.508  -6.254  -5.205
H  -2.595  -3.844  -5.825
H  -3.002  -2.580  -3.459
N  3.090  5.015  -1.463
C  2.326  3.993  -0.963
C  1.546  4.504  0.042
C  1.846  5.887  0.148
C  2.801  6.174  -0.794
H  3.758  4.927  -2.204
H  2.403  2.996  -1.363
H  0.837  3.948  0.632
H  1.410  6.592  0.837
H  3.297  7.097  -1.044
N  0.404  5.741  -4.915
C  -0.111  5.119  -6.019
C  0.533  3.917  -6.162
C  1.468  3.810  -5.101
C  1.364  4.950  -4.346
H  0.120  6.638  -4.572
H  -0.888  5.581  -6.603
H  0.350  3.194  -6.940
H  2.140  2.989  -4.911
H  1.886  5.265  -3.460

Mulliken population analysis, charges in e, atoms 1 to 4: atom 1 (As): -0.592, atom 2 (C): -1.183, atom 3 (C): -0.228, atom 4 (C): -0.193


(5)
Molecular formula: C3H4AgO2
Method: DFT, ωB97M-V/def2-TZVPD

Properties
⟨S²⟩ ... 2.010
Energy relative to the best compared isomer or geometry (same formula, charge and spin) ... 10.3 kcal/mol
Net charge ... -1
Multiplicity ... 3

Element x y z (Å)
O  2.136  -1.172  1.444
C  0.971  -1.071  1.146
O  0.411  0.732  0.451
C  -0.907  1.315  0.473
C  -1.666  0.884  -0.786
Ag  0.071  -0.365  -1.206
H  -0.764  2.412  0.511
H  -1.439  1.038  1.403
H  -1.882  1.730  -1.457
H  -2.620  0.385  -0.549

Mulliken population analysis, charges in e, atoms 1 to 4: atom 1 (O): -0.301, atom 2 (C): 0.097, atom 3 (O): -0.642, atom 4 (C): 0.262


(6)
Molecular formula: C4H6O2
Method: DFT, ωB97M-V/def2-TZVPD

Properties
Energy relative to the best compared isomer or geometry (same formula, charge and spin) ... 39.8 kcal/mol
Net charge ... 0

Element x y z (Å)
O  -2.442  -1.228  0.234
C  -1.478  -0.663  -0.225
C  -0.557  0.187  0.578
C  0.367  1.127  -0.170
C  0.915  -0.117  0.433
O  1.246  -1.209  -0.371
H  -1.220  -0.749  -1.302
H  -0.931  0.469  1.558
H  0.604  2.083  0.287
H  0.260  1.154  -1.253
H  1.517  -0.026  1.336
H  1.758  -0.894  -1.124

Mulliken population analysis, charges in e, atoms 1 to 4: atom 1 (O): -0.488, atom 2 (C): -0.096, atom 3 (C): 0.098, atom 4 (C): -0.809


(7)
Molecular formula: C4H8OS
Method: DFT, ωB97M-V/def2-TZVPD

Properties
Energy relative to the best compared isomer or geometry (same formula, charge and spin) ... 34.3 kcal/mol
Net charge ... 0

Element x y z (Å)
C  -0.415  -0.772  -0.224
C  0.447  0.518  -0.422
C  -1.703  -0.135  -0.422
C  1.538  0.742  0.583
O  -2.551  -0.645  0.549
S  -1.028  1.578  -0.019
H  -0.223  -1.385  -1.018
H  -0.441  -1.257  0.729
H  0.874  0.592  -1.578
H  -2.268  -0.157  -1.368
H  2.277  -0.070  0.376
H  1.198  0.664  1.600
H  2.082  1.666  0.546
H  -3.421  -0.180  0.617

Mulliken population analysis, charges in e, atoms 1 to 4: atom 1 (C): -1.007, atom 2 (C): 0.297, atom 3 (C): 0.200, atom 4 (C): -1.346


(8)
Molecular formula: C24H36LaN2Si
Method: DFT, ωB97M-V/def2-TZVPD

Properties
Energy relative to the best compared isomer or geometry (same formula, charge and spin) ... 0.0 kcal/mol
Net charge ... +1

Element x y z (Å)
C  0.521  -0.780  2.436
C  -0.293  -1.739  1.752
C  0.462  -2.950  1.650
H  -1.318  -1.584  1.412
C  1.735  -2.738  2.264
C  1.774  -1.396  2.747
H  2.582  -0.938  3.321
H  0.202  0.223  2.734
H  0.090  -3.887  1.232
H  2.521  -3.483  2.386
La  1.683  -1.148  -0.050
C  0.600  -1.293  -1.970
H  0.840  -2.337  -2.265
H  0.864  -0.658  -2.828
H  -0.493  -1.243  -1.826
Si  -3.081  0.373  0.016
C  -3.437  2.183  -0.221
C  -3.631  2.970  0.933
H  -3.871  2.472  1.876
C  -3.418  4.355  0.870
H  -3.513  4.965  1.769
C  -3.044  4.962  -0.338
H  -2.881  6.045  -0.380
C  -2.867  4.172  -1.480
H  -2.547  4.643  -2.409
C  -3.062  2.787  -1.431
H  -2.875  2.171  -2.314
C  -3.998  -1.203  -0.379
C  -5.346  -1.467  -0.050
H  -6.091  -0.671  -0.087
C  -5.702  -2.758  0.366
H  -6.707  -2.968  0.723
C  -4.756  -3.794  0.369
H  -4.992  -4.761  0.820
C  -3.499  -3.574  -0.200
H  -2.795  -4.399  -0.278
C  -3.142  -2.298  -0.640
H  -2.185  -2.160  -1.144
H  -1.781  0.268  -0.699
H  -2.818  0.268  1.374
C  4.365  -1.328  -1.390
N  4.151  -0.725  -0.055
C  4.979  -1.435  0.944
C  4.435  0.733  -0.035
C  3.495  1.552  -0.933
N  2.037  1.329  -0.671
C  1.629  1.885  0.641
C  1.273  2.031  -1.731
H  5.433  -1.322  -1.655
H  3.802  -0.783  -2.163
H  4.019  -2.381  -1.378
H  6.043  -1.391  0.652
H  4.857  -0.965  1.929
H  4.669  -2.489  1.016
H  4.392  1.074  1.009
H  5.472  0.886  -0.383
H  3.718  2.624  -0.773
H  3.683  1.324  -1.994
H  1.905  2.956  0.696
H  0.533  1.802  0.746
H  2.123  1.353  1.472
H  1.543  3.103  -1.738
H  1.516  1.595  -2.709
H  0.192  1.941  -1.558

Mulliken population analysis, charges in e, atoms 1 to 4: atom 1 (C): -0.894, atom 2 (C): -0.101, atom 3 (C): -0.893, atom 4 (H): 0.382


Question: Number 5 is which compound?
Answer: C3H4AgO2